1.
C39H35BrF4N3NdO2P as an isolated structure, computed with ωB97M-V/def2-TZVPD.

Results
- net charge = +1
- highest occupied orbital energy (alpha / beta) (hartree) = -0.3866 / -0.3874
- multiplicity = 4
- LUMO level (alpha / beta) (eV) = -2.4 / -2.4

Atoms and positions in Å:
Nd1 -0.16 -0.95 -0.54
C1 -2.84 -1.63 1.49
N1 -1.53 -2.29 1.38
C2 -0.91 -2.25 2.73
C3 0.57 -2.59 2.83
C4 1.54 -1.51 2.35
N2 1.73 -1.56 0.89
C5 2.93 -1.73 0.46
C6 3.37 -2.01 -0.89
C7 4.75 -2.17 -1.09
C8 5.26 -2.60 -2.29
C9 4.36 -2.90 -3.33
C10 3.00 -2.76 -3.16
C11 2.48 -2.28 -1.96
O1 1.17 -2.11 -1.84
C12 -1.72 -3.70 0.93
C13 -1.50 -3.95 -0.56
C14 -2.41 -3.23 -1.57
N3 -1.88 -1.91 -1.93
C15 -1.84 -1.57 -3.17
C16 -1.28 -0.38 -3.81
C17 -1.50 -0.34 -5.20
C18 -1.04 0.68 -5.99
C19 -0.31 1.71 -5.39
C20 -0.05 1.70 -4.04
C21 -0.53 0.67 -3.22
O2 -0.25 0.70 -1.92
H1 -3.44 -2.10 2.28
H2 -3.39 -1.70 0.55
H3 -2.71 -0.58 1.74
H4 -1.49 -2.93 3.38
H5 -1.07 -1.24 3.12
H6 0.80 -3.53 2.32
H7 0.77 -2.76 3.89
H8 2.51 -1.64 2.84
H9 1.17 -0.52 2.63
H10 3.75 -1.73 1.20
H11 5.41 -1.98 -0.25
H12 6.32 -2.72 -2.43
H13 4.74 -3.25 -4.28
H14 2.31 -2.98 -3.97
H15 -2.73 -4.02 1.23
H16 -1.02 -4.33 1.48
H17 -1.61 -5.03 -0.72
H18 -0.45 -3.75 -0.81
H19 -3.41 -3.12 -1.14
H20 -2.52 -3.84 -2.47
H21 -2.27 -2.28 -3.89
H22 -2.06 -1.16 -5.65
H23 -1.24 0.70 -7.05
H24 0.07 2.52 -5.99
H25 0.52 2.49 -3.57
F1 -2.76 5.87 -2.29
C22 -2.26 4.94 -1.50
C23 -1.24 5.26 -0.62
F2 -0.76 6.49 -0.58
C24 -0.72 4.27 0.21
F3 0.22 4.67 1.06
C25 -1.18 2.96 0.19
P1 -0.38 1.64 1.17
C26 1.37 2.10 1.35
C27 2.23 1.72 0.32
C28 3.59 2.00 0.38
C29 4.10 2.65 1.49
C30 3.26 3.03 2.52
C31 1.90 2.77 2.45
C32 -1.18 1.77 2.80
C33 -0.58 1.27 3.95
C34 -1.27 1.22 5.15
C35 -2.59 1.67 5.21
C36 -3.20 2.17 4.07
C37 -2.50 2.22 2.88
C38 -2.25 2.69 -0.68
Br1 -3.12 1.01 -0.73
C39 -2.77 3.65 -1.51
F4 -3.78 3.39 -2.33
H26 1.86 1.19 -0.57
H27 4.23 1.70 -0.44
H28 5.16 2.86 1.55
H29 3.66 3.55 3.38
H30 1.25 3.11 3.24
H31 0.45 0.93 3.93
H32 -0.78 0.84 6.04
H33 -3.13 1.63 6.15
H34 -4.21 2.54 4.12
H35 -2.99 2.63 2.00

---

2.
One molecule with the formula C5H8O, computed with ωB97M-V/def2-TZVPD.

Results
- highest occupied orbital energy (alpha / beta) (hartree) = -0.2550 / -0.2606
- LUMO level (alpha / beta) (eV) = 1.1 / 1.1

Atoms and positions in Å:
C1 -1.23 -0.96 0.08
C2 -0.38 1.11 -0.87
O1 0.15 1.78 0.14
C3 1.03 1.11 0.83
C4 1.22 -0.25 0.25
C5 -0.04 -0.34 -0.66
H1 -1.52 -0.32 0.93
H2 -0.98 -1.95 0.46
H3 -2.10 -1.01 -0.58
H4 -1.32 1.46 -1.27
H5 1.61 1.68 1.55
H6 2.19 -0.38 -0.28
H7 1.20 -1.04 1.02
H8 0.17 -0.88 -1.59

---

3.
C4H6N2 as an isolated structure, computed with ωB97M-V/def2-TZVPD.

Results
- highest occupied orbital energy (hartree) = -0.2752
- LUMO level (eV) = 0.8

Atoms and positions in Å:
C1 -0.11 1.62 0.39
C2 0.23 0.06 1.17
C3 -0.84 0.38 -0.42
C4 -0.68 -0.88 0.51
N1 1.24 1.53 0.12
N2 1.48 0.25 0.66
H1 -1.88 0.53 -0.32
H2 -0.54 0.07 -1.38
H3 -0.12 -1.65 0.09
H4 -1.58 -1.16 0.90
H5 1.86 2.31 0.02
H6 2.30 -0.34 0.61

---

Calculated calculated total energy (eV), listed in the same order as above: -155052.6594 -7358.9215 -7218.0705